{"formula": "C49H58Br6N3O5Ti", "method": "ωB97M-V with the def2-TZVPD basis set", "elements": ["Ti", "C", "N", "C", "C", "C", "N", "C", "C", "C", "C", "C", "C", "C", "O", "C", "C", "C", "C", "C", "C", "C", "C", "C", "C", "C", "C", "C", "C", "C", "O", "C", "C", "C", "C", "C", "C", "C", "C", "H", "H", "H", "H", "H", "H", "H", "H", "H", "H", "H", "H", "H", "H", "H", "H", "H", "H", "H", "H", "H", "H", "H", "H", "H", "H", "H", "H", "H", "H", "H", "H", "H", "H", "H", "H", "H", "H", "H", "H", "H", "H", "H", "H", "H", "H", "H", "H", "H", "H", "H", "H", "H", "H", "Br", "C", "C", "Br", "C", "Br", "C", "O", "C", "O", "C", "Br", "Br", "C", "C", "C", "Br", "C", "C", "C", "C", "N", "C", "C", "O", "H", "H", "H", "H"], "xyz": [[0.14582, 0.34190, -0.54427], [-1.80358, -2.42175, 0.96367], [-1.26161, -1.31988, 1.74020], [-2.33861, -0.55443, 2.34414], [-0.29266, -1.75967, 2.74301], [1.09661, -1.14612, 2.60218], [1.71044, -1.34042, 1.29867], [1.94387, -2.73896, 1.00231], [1.88610, -3.16391, -0.44562], [2.64189, -4.26401, -0.81337], [2.50805, -4.87813, -2.05065], [1.55721, -4.34282, -2.91145], [0.77798, -3.22995, -2.60166], [0.97416, -2.58963, -1.35155], [0.27009, -1.52555, -1.01463], [-0.33691, -2.78274, -3.55498], [-0.43827, -3.67545, -4.79661], [-0.10531, -1.35432, -4.05704], [-1.68185, -2.86904, -2.81850], [3.34294, -6.11050, -2.39426], [3.02379, -7.24129, -1.40517], [3.06411, -6.62366, -3.80758], [4.83498, -5.76527, -2.30276], [2.93806, -0.56739, 1.20355], [3.66180, -0.62414, -0.11389], [4.91240, -1.21562, -0.16896], [5.71243, -1.13373, -1.30094], [5.20273, -0.40051, -2.36397], [3.95020, 0.21098, -2.37535], [3.12995, 0.04322, -1.23734], [1.90351, 0.54392, -1.18474], [3.63286, 1.08446, -3.60425], [3.71018, 0.22660, -4.87787], [2.27117, 1.78154, -3.59547], [4.69487, 2.19642, -3.68333], [7.13281, -1.69419, -1.36284], [8.13540, -0.53276, -1.27833], [7.36260, -2.45112, -2.67674], [7.41259, -2.65778, -0.20849], [-2.42373, -3.09569, 1.58464], [-0.99856, -2.99818, 0.51084], [-2.41600, -2.02510, 0.15271], [-3.01413, -0.19564, 1.57149], [-1.93664, 0.31666, 2.86188], [-2.91059, -1.16545, 3.06789], [-0.23708, -2.85411, 2.73506], [-0.64712, -1.49776, 3.74686], [1.73741, -1.55551, 3.40911], [1.02407, -0.07137, 2.76431], [1.18219, -3.32437, 1.51997], [2.91072, -3.06497, 1.42823], [3.34527, -4.65606, -0.08172], [1.40663, -4.81478, -3.86977], [0.47833, -3.65711, -5.39255], [-1.25080, -3.30181, -5.42393], [-0.66588, -4.71351, -4.53894], [0.80412, -1.30722, -4.66135], [-0.00690, -0.65600, -3.23366], [-0.94735, -1.02928, -4.67584], [-1.83056, -3.88035, -2.42558], [-2.50132, -2.64291, -3.50700], [-1.72728, -2.15726, -1.99769], [1.96261, -7.49646, -1.44661], [3.25502, -6.94379, -0.38101], [3.60749, -8.13768, -1.64111], [2.02362, -6.93469, -3.92472], [3.69985, -7.48905, -4.01416], [3.27711, -5.85925, -4.55803], [5.10833, -5.43008, -1.30075], [5.07315, -4.95896, -2.99952], [5.45124, -6.63554, -2.55198], [3.64497, -0.88681, 1.99389], [2.67367, 0.46597, 1.40347], [5.26276, -1.72309, 0.72319], [5.83083, -0.26533, -3.23756], [3.02427, -0.62003, -4.80985], [4.71339, -0.16680, -5.05863], [3.42537, 0.82947, -5.74523], [1.44724, 1.07383, -3.60930], [2.19995, 2.40208, -4.49521], [2.12898, 2.41832, -2.72674], [5.70811, 1.79345, -3.74840], [4.63896, 2.83299, -2.79762], [4.51529, 2.82050, -4.56411], [8.00964, 0.15098, -2.12047], [9.16518, -0.90639, -1.28905], [7.98149, 0.03887, -0.36063], [7.22356, -1.80517, -3.54447], [6.66504, -3.28622, -2.76631], [8.38293, -2.84624, -2.71293], [7.36868, -2.15215, 0.75803], [8.41428, -3.08286, -0.31783], [6.69120, -3.47841, -0.19687], [-3.24558, 4.66483, -4.85845], [-2.79365, 3.20631, -3.73746], [-3.65884, 2.13212, -3.59495], [-5.32063, 2.09646, -4.50322], [-3.29319, 1.04845, -2.77896], [-4.44711, -0.41582, -2.45512], [-2.07545, 1.04116, -2.12451], [-1.61654, 0.07620, -1.36470], [-1.20266, 2.14936, -2.24625], [-0.10120, 2.05446, -1.55415], [-1.56542, 3.21381, -3.05741], [-0.34686, 4.65384, -3.15985], [2.54650, 2.66633, 2.75431], [0.67205, 2.98859, 2.64571], [0.16897, 3.97387, 3.47009], [-1.17919, 4.29388, 3.38797], [-1.83959, 5.62680, 4.59046], [-2.04972, 3.69859, 2.45721], [-3.42004, 3.98632, 2.31145], [-4.15842, 3.31132, 1.33072], [-3.52782, 2.38983, 0.52828], [-2.22133, 2.08200, 0.63680], [-1.49184, 2.69944, 1.57862], [-0.12849, 2.29750, 1.72105], [0.35176, 1.27610, 0.98640], [0.82058, 4.49281, 4.15704], [-3.88330, 4.72272, 2.95249], [-5.21363, 3.51548, 1.19276], [-4.07745, 1.86031, -0.24453]], "forces_ev_per_angstrom": [[0.0, -0.1, -0.2], [0.0, 0.0, 0.0], [0.1, 0.0, -0.1], [0.0, 0.0, 0.0], [0.0, -0.1, 0.0], [0.0, 0.0, 0.0], [0.0, 0.0, -0.1], [-0.1, -0.1, 0.0], [0.1, 0.0, 0.0], [0.0, 0.0, 0.0], [0.0, 0.0, 0.0], [0.0, 0.0, 0.0], [0.0, 0.0, 0.0], [0.0, 0.1, 0.0], [-0.1, -0.3, -0.2], [0.0, 0.0, 0.0], [0.0, 0.0, 0.0], [0.0, 0.0, 0.0], [0.0, 0.0, 0.0], [0.0, 0.0, 0.0], [0.0, 0.0, 0.0], [0.0, 0.0, 0.0], [0.0, 0.0, 0.0], [0.0, 0.0, 0.0], [0.0, 0.0, 0.0], [0.0, 0.0, 0.1], [0.0, 0.0, -0.1], [0.0, 0.0, 0.0], [0.0, 0.0, 0.0], [-0.2, 0.0, -0.1], [0.5, 0.0, 0.0], [0.0, 0.0, 0.0], [0.0, 0.0, 0.0], [0.0, 0.0, 0.0], [0.0, 0.0, 0.0], [0.0, 0.0, 0.0], [0.0, 0.0, 0.0], [0.0, 0.0, 0.0], [0.0, 0.0, 0.0], [0.0, 0.0, 0.0], [0.0, 0.0, 0.0], [0.0, 0.0, 0.0], [0.0, 0.0, 0.0], [0.0, 0.0, 0.0], [0.0, 0.0, 0.0], [0.0, 0.0, 0.0], [0.0, 0.0, 0.0], [0.0, 0.0, 0.0], [0.0, 0.0, 0.0], [0.0, 0.0, 0.0], [0.0, 0.0, 0.0], [0.0, 0.0, 0.0], [0.0, 0.0, 0.0], [0.0, 0.0, 0.0], [0.0, 0.0, 0.0], [0.0, 0.0, 0.0], [0.0, 0.0, 0.0], [0.0, 0.0, 0.0], [0.0, 0.0, 0.0], [0.0, 0.0, 0.0], [0.0, 0.0, 0.0], [0.0, 0.0, -0.1], [0.0, 0.0, 0.0], [0.0, 0.0, 0.0], [0.0, 0.0, 0.0], [0.0, 0.0, 0.0], [0.0, 0.0, 0.0], [0.0, 0.0, 0.0], [0.0, 0.0, 0.0], [0.0, 0.0, 0.0], [0.0, 0.0, 0.0], [0.0, 0.0, 0.0], [0.0, 0.0, 0.0], [0.0, 0.0, 0.0], [0.0, 0.0, 0.0], [0.0, 0.0, 0.0], [0.0, 0.0, 0.0], [0.0, 0.0, 0.0], [0.0, 0.0, 0.0], [0.0, 0.0, 0.0], [0.0, 0.0, 0.0], [0.0, 0.0, 0.0], [0.0, 0.0, 0.0], [0.0, 0.0, 0.0], [0.0, 0.0, 0.0], [0.0, 0.0, 0.0], [0.0, 0.0, 0.0], [0.0, 0.0, 0.0], [0.0, 0.0, 0.0], [0.0, 0.0, 0.0], [0.0, 0.0, 0.0], [0.0, 0.0, 0.0], [0.0, 0.0, 0.0], [0.0, 0.0, 0.0], [0.0, 0.0, 0.0], [0.0, 0.0, 0.0], [0.0, 0.0, 0.0], [0.0, 0.0, 0.0], [0.0, 0.0, 0.0], [-0.1, -0.1, 0.1], [-0.1, 0.1, -0.2], [0.1, 0.1, 0.1], [-0.1, -0.3, -0.1], [0.0, 0.0, 0.0], [0.0, 0.0, 0.0], [0.0, 0.0, 0.0], [0.0, 0.0, 0.0], [0.0, 0.0, 0.0], [0.0, 0.0, 0.0], [0.0, 0.0, 0.0], [0.0, 0.0, 0.0], [0.0, 0.0, 0.0], [0.0, 0.0, 0.0], [0.0, 0.0, 0.0], [0.0, 0.0, 0.0], [0.0, 0.0, 0.1], [0.1, 0.0, -0.1], [-0.1, 0.5, 0.8], [0.0, 0.0, 0.0], [0.0, 0.0, 0.0], [0.0, 0.0, 0.0], [0.0, 0.0, 0.0]], "mulliken_spin": [0.07, 0.00, 0.01, -0.01, 0.00, 0.00, 0.01, 0.00, 0.00, 0.00, 0.00, 0.00, 0.00, 0.00, 0.02, 0.00, 0.00, 0.00, 0.00, 0.00, 0.00, 0.00, 0.00, 0.00, 0.00, 0.00, 0.00, 0.00, 0.00, 0.00, -0.01, 0.00, 0.00, 0.00, 0.00, 0.00, 0.00, 0.00, 0.00, 0.00, 0.00, 0.00, 0.01, -0.01, 0.00, 0.00, 0.00, 0.00, 0.00, 0.00, 0.00, 0.00, 0.00, 0.00, 0.00, 0.00, 0.00, 0.00, 0.00, 0.00, 0.00, 0.00, 0.00, 0.00, 0.00, 0.00, 0.00, 0.00, 0.00, 0.00, 0.00, 0.00, 0.00, 0.00, 0.00, 0.00, 0.00, 0.00, 0.00, 0.00, 0.00, 0.00, 0.00, 0.00, 0.00, 0.00, 0.00, 0.00, 0.00, 0.00, 0.00, 0.00, 0.00, 0.00, 0.00, 0.00, 0.00, 0.00, 0.00, 0.01, 0.00, -0.01, 0.01, 0.00, 0.00, 0.01, 0.04, 0.05, 0.08, 0.01, -0.09, 0.36, -0.01, 0.11, 0.13, 0.00, 0.15, -0.07, 0.02, 0.03, 0.00, 0.05], "homo_energy_ev": [0.3, -2.4], "multiplicity": 2, "lumo_ev": [3.680, 3.680], "total_charge": -2, "e_above_lowest_kcal_mol": 27.3, "gap_ev": [3.356, 6.105], "s2": 0.7741}